ORCA calculation (the ωB97M-V functional and the def2-TZVPD basis) on C42H63N3OP2S3Ti as an isolated structure at a distorted geometry.

XYZ file:
```
115
Properties=species:S:1:pos:R:3:forces:R:3:lowdin_charge:R:1
Ti -0.43650 0.91374 -0.23992 0.62 -0.23 -0.14 0.90
C 3.56472 1.12021 2.24423 0.06 -0.08 0.01 -0.51
C 2.73614 1.89043 3.26454 0.01 -0.03 0.00 -0.49
S 1.18401 2.53149 2.58938 -0.08 -0.01 -0.06 0.86
C 0.00357 1.87941 3.78779 -0.03 0.05 0.03 -0.50
C -0.20676 0.36960 3.85969 -0.06 0.08 -0.03 -0.45
S -0.49901 -0.56448 2.32594 0.01 -0.05 -0.52 0.90
C 0.80012 -1.80876 2.41554 -0.06 -0.12 0.02 -0.52
C 2.22832 -1.31589 2.55245 0.08 0.07 0.04 -0.49
S 2.72200 -0.14825 1.26865 0.01 0.10 -0.29 0.85
H 3.97814 1.80905 1.50585 0.00 -0.01 -0.05 0.07
H 4.41416 0.65267 2.74532 0.03 0.07 0.01 0.09
H 2.49961 1.26387 4.12429 -0.03 0.01 0.00 0.07
H 3.32705 2.72690 3.63756 0.01 -0.01 0.02 0.09
H 0.32649 2.21217 4.77602 -0.06 0.00 0.03 0.09
H -0.93347 2.39777 3.58645 0.03 -0.02 -0.03 0.05
H 0.64174 -0.10402 4.34978 0.00 -0.03 -0.03 0.07
H -1.07709 0.17807 4.48690 0.01 0.02 0.08 0.08
H 0.57660 -2.48348 3.24301 -0.05 -0.04 -0.02 0.10
H 0.66929 -2.37239 1.49219 0.04 0.00 0.01 0.02
H 2.38214 -0.83803 3.51938 0.04 -0.05 0.01 0.07
H 2.89316 -2.17904 2.50932 -0.01 -0.01 0.03 0.07
C 2.31955 4.31261 -0.74927 -0.06 0.02 0.02 -0.09
C 1.46288 3.65557 -1.83809 -0.04 0.06 0.00 -0.53
C 0.03825 4.19659 -1.80215 -0.04 0.00 -0.01 -0.10
P 1.51436 1.84045 -1.58449 -0.06 0.01 -0.16 1.07
C 3.28809 1.35242 -1.84072 0.01 0.09 0.18 -0.51
C 3.92339 2.18653 -2.95594 0.06 0.01 0.02 -0.09
C 3.42675 -0.12587 -2.18074 0.01 0.03 -0.01 -0.13
C 0.62932 1.00525 -2.92080 0.06 -0.19 -0.04 -0.35
C 0.55897 1.53140 -4.21192 0.02 0.05 0.02 -0.07
C -0.09943 0.85631 -5.22055 -0.02 0.00 0.02 -0.04
C -0.71511 -0.35680 -4.93189 0.01 -0.01 0.01 -0.03
C -0.69965 -0.87443 -3.65073 -0.11 0.06 -0.03 -0.03
C -0.03651 -0.20449 -2.62147 0.02 -0.12 0.22 -0.32
N -0.12400 -0.65954 -1.25602 -0.11 -0.29 -0.25 -0.09
C -0.67751 -1.98820 -1.05027 0.05 0.18 -0.06 -0.29
C -2.06977 -2.03960 -0.97915 -0.01 -0.06 0.00 -0.05
C -2.75052 -3.24019 -0.87253 0.06 -0.02 -0.01 -0.06
C -2.03112 -4.42204 -0.84121 -0.01 0.04 0.00 -0.04
C -0.64764 -4.37226 -0.89226 0.02 0.00 0.02 -0.08
C 0.07498 -3.17723 -0.98679 -0.02 -0.16 -0.08 -0.29
P 1.92754 -3.24301 -0.90175 -0.10 0.22 0.03 1.10
C 2.25850 -4.80334 0.05458 0.10 -0.09 -0.11 -0.57
C 3.78438 -4.90540 0.18101 -0.01 -0.03 0.00 -0.12
C 1.62015 -4.91576 1.43606 -0.02 0.07 0.04 -0.11
C 2.43518 -3.79553 -2.62657 0.09 -0.02 0.02 -0.53
C 1.71468 -2.98354 -3.69380 0.01 0.03 -0.03 -0.12
C 2.30913 -5.28055 -2.95644 -0.04 0.01 -0.05 -0.11
H 2.28208 5.39631 -0.86291 0.01 0.01 -0.02 0.10
H 1.93389 4.07262 0.24511 0.00 0.00 -0.02 0.04
H 3.36569 4.01415 -0.79464 0.02 -0.03 0.02 0.07
H 1.89534 3.86548 -2.81916 0.02 0.00 0.03 0.11
H -0.45323 3.94850 -0.85647 0.01 0.02 0.00 0.05
H 0.06010 5.28399 -1.88407 0.01 0.01 -0.01 0.10
H -0.57465 3.81142 -2.61561 0.00 -0.01 0.00 0.07
H 3.79403 1.56672 -0.89594 0.00 -0.04 0.03 0.09
H 3.37020 2.08805 -3.89144 -0.01 -0.02 0.00 0.08
H 4.02546 3.24127 -2.71437 0.00 0.03 0.00 0.07
H 4.92481 1.79397 -3.13563 0.01 0.01 -0.01 0.10
H 3.10999 -0.29802 -3.20989 0.00 0.01 0.00 0.08
H 4.47860 -0.40501 -2.10519 0.01 -0.01 0.00 0.10
H 2.86266 -0.77890 -1.52226 -0.06 -0.03 0.10 -0.02
H 1.03109 2.48167 -4.42838 0.03 -0.01 -0.01 0.11
H -0.12893 1.26432 -6.22074 0.00 0.00 -0.02 0.12
H -1.22424 -0.90302 -5.71424 -0.01 0.00 -0.02 0.12
H -1.20596 -1.80691 -3.44888 -0.01 0.01 0.01 0.12
H -2.62492 -1.11530 -1.06636 0.01 -0.01 0.02 0.09
H -3.83218 -3.25092 -0.84364 0.01 -0.04 -0.03 0.11
H -2.53788 -5.37509 -0.77851 0.00 -0.02 0.00 0.12
H -0.10049 -5.30370 -0.84774 -0.02 -0.02 -0.01 0.10
H 1.91881 -5.64892 -0.54569 -0.04 0.01 0.06 0.08
H 4.18307 -4.05420 0.73709 0.00 0.01 0.03 0.07
H 4.05996 -5.81535 0.71570 -0.01 -0.02 0.00 0.09
H 4.28692 -4.92742 -0.78575 -0.01 0.00 -0.04 0.07
H 2.17395 -4.32783 2.16948 -0.02 0.07 0.02 0.06
H 0.57373 -4.60950 1.46374 0.00 -0.04 -0.03 0.06
H 1.66356 -5.95409 1.76731 0.03 0.00 0.03 0.09
H 3.49463 -3.51661 -2.66853 -0.01 -0.06 0.05 0.10
H 0.66342 -3.27058 -3.75491 0.01 -0.02 0.01 0.08
H 1.76478 -1.91464 -3.50264 -0.01 0.02 0.00 0.04
H 2.16663 -3.16864 -4.66991 -0.01 -0.01 -0.01 0.09
H 1.27094 -5.61647 -2.90018 -0.02 0.01 0.02 0.08
H 2.64012 -5.44173 -3.98444 -0.01 -0.01 0.00 0.09
H 2.91472 -5.92229 -2.32136 0.03 -0.01 0.01 0.07
C -2.02210 1.62072 -1.46199 0.13 -0.04 -0.02 -0.13
H -2.48353 2.50896 -1.03043 0.00 0.01 -0.03 0.02
H -2.78326 0.84062 -1.54601 0.05 -0.01 0.02 0.01
H -1.69161 1.85148 -2.47272 -0.03 -0.03 0.01 0.02
C -5.51436 3.40633 2.84570 0.04 0.00 -0.03 0.05
N -4.10459 3.42301 2.46143 -0.05 0.07 -0.07 -0.03
N -3.46176 2.31088 1.98242 -0.12 0.03 0.08 0.09
C -2.26330 2.69957 1.48945 0.20 -0.11 -0.19 -0.39
O -1.39983 1.84038 1.06247 -0.52 0.66 0.87 -0.29
C -2.16606 4.08434 1.61227 -0.12 0.04 0.15 0.08
C -3.33989 4.50020 2.22266 0.01 -0.04 -0.07 -0.22
C -3.80599 5.87102 2.55913 0.03 -0.02 -0.01 0.02
C -3.89037 0.97893 2.28312 0.05 0.04 0.01 -0.21
C -4.06238 0.60391 3.60787 0.07 -0.09 0.03 -0.02
C -4.45924 -0.69399 3.88942 0.01 0.00 -0.02 -0.04
C -4.65925 -1.60016 2.85498 0.02 0.04 0.00 -0.04
C -4.47620 -1.20822 1.53680 0.00 0.00 0.02 -0.05
C -4.09905 0.09288 1.24143 -0.06 -0.01 -0.07 0.00
H -5.93958 2.44172 2.58474 0.01 0.02 0.00 0.10
H -6.03716 4.18653 2.29662 -0.02 -0.01 0.03 0.11
H -5.61747 3.56915 3.91638 -0.01 -0.01 0.01 0.11
H -1.32791 4.69353 1.32891 0.03 0.04 -0.01 0.13
H -2.98637 6.57518 2.44836 0.00 0.01 0.00 0.10
H -4.17649 5.92405 3.58212 0.00 0.00 0.02 0.10
H -4.61209 6.17963 1.89169 -0.01 0.00 -0.02 0.10
H -3.88529 1.31273 4.40761 -0.01 0.03 -0.01 0.13
H -4.60829 -0.99672 4.91653 0.00 -0.02 0.01 0.12
H -4.96615 -2.61201 3.07883 0.00 -0.02 0.01 0.12
H -4.63434 -1.91426 0.73410 -0.04 0.03 0.04 0.10
H -3.98202 0.42590 0.21671 -0.02 0.00 0.09 0.11
```
Forces are in eV/Å.

Properties
* relative energy (zero: lowest compared OMol25 entry of this formula, charge and spin): 25.3 kcal/mol
* multiplicity: 1
* HOMO-LUMO gap: 6.8190 eV
* total charge: +2
* molecular weight: 832.00 Da
* strongest force on any atom: 1.2 eV/Å

=====

ORCA calculation (the ωB97M-V functional and the def2-TZVPD basis) on C31H50O3P2ReS as an isolated structure at a distorted geometry.

XYZ file:
```
88
Properties=species:S:1:pos:R:3:forces:R:3:lowdin_charge:R:1
Re 0.76553 -1.03737 -0.72978 -4.71 6.24 0.83 1.63
C 0.99125 -2.81460 0.43048 1.20 -1.10 0.93 -0.26
C 0.82940 -3.11765 -0.97141 -0.06 -0.88 -0.34 -0.30
C 2.71404 -1.75335 -0.73361 1.11 -2.38 -0.06 -0.32
C 2.14445 -1.96486 0.58561 0.79 -1.60 0.28 -0.28
C 1.89648 -2.46947 -1.69416 1.83 -1.30 0.26 -0.34
C 0.14616 -3.32351 1.54712 -0.38 0.18 0.13 0.02
H -0.68073 -3.93922 1.17896 0.18 0.11 0.10 0.10
H -0.27149 -2.49950 2.13381 0.04 -0.21 0.25 0.05
H 0.72666 -3.92177 2.26370 0.06 0.12 -0.34 0.12
C 2.63768 -1.41290 1.87581 0.07 0.47 0.10 0.02
H 2.84777 -2.23389 2.57878 0.05 0.24 -0.23 0.12
H 1.87510 -0.79472 2.37942 0.13 -0.26 0.04 0.06
H 3.53816 -0.80549 1.70496 -0.23 -0.32 0.25 0.09
C 3.99776 -1.05360 -1.01915 -0.16 0.72 -0.19 0.02
H 4.84003 -1.75602 -0.90751 -0.33 0.23 0.00 0.13
H 4.13494 -0.20905 -0.33300 0.16 -0.24 -0.09 0.09
H 4.00645 -0.64577 -2.03810 0.11 -0.20 0.18 0.09
C 2.14749 -2.57271 -3.15221 -0.07 0.15 -0.36 0.00
H 2.90794 -3.32999 -3.35776 -0.09 0.00 0.02 0.12
H 2.50571 -1.62233 -3.54635 0.05 -0.04 -0.13 0.09
H 1.22981 -2.84253 -3.67924 0.18 0.00 -0.05 0.09
C -0.24459 -3.99510 -1.53639 -0.13 -0.12 -0.10 0.01
H 0.02999 -5.05927 -1.49118 0.09 0.31 0.09 0.12
H -0.41497 -3.75790 -2.58876 -0.11 -0.04 0.13 0.08
H -1.18320 -3.88283 -0.97710 0.25 0.00 -0.22 0.09
C -0.51212 0.39026 0.69437 -1.01 -0.39 0.50 -0.15
C -1.52018 -0.57481 0.73810 1.09 1.15 0.34 -0.03
C -2.54989 -0.80710 -0.27904 -0.32 0.02 -1.28 -0.13
C -2.25453 -0.23187 -1.68721 -0.98 -0.19 0.47 -0.17
C -0.88154 -0.46021 -2.24532 1.17 0.74 -1.06 -0.17
C 0.18482 0.49387 -2.22696 -1.35 -0.78 -0.64 -0.25
C 0.16772 1.75062 -1.40917 0.33 -0.01 0.05 -0.23
C -0.63468 1.67789 -0.11863 -0.20 0.13 0.30 -0.20
H -3.51503 -0.40165 0.05725 0.14 -0.14 0.24 0.16
H -2.51001 0.83281 -1.70091 0.30 -0.45 -0.13 0.06
H -2.71898 -1.88530 -0.39881 0.01 0.12 0.32 0.13
H -1.69958 1.87875 -0.28767 0.32 -0.01 0.08 0.10
H 0.07929 0.52409 1.61575 -0.17 -0.53 -0.14 0.12
H -1.64664 -1.14567 1.65440 0.37 -0.35 0.37 0.09
H -0.25820 2.47322 0.53203 -0.18 -0.16 0.04 0.13
H 1.19814 2.07459 -1.17590 -0.23 -0.03 -0.26 0.14
H 0.84977 0.53901 -3.08221 0.20 -0.37 -0.01 0.12
H -0.24909 2.56901 -2.07717 0.65 -0.75 0.43 -0.01
H -2.96312 -0.72183 -2.37261 0.20 0.21 0.18 0.14
H -0.88274 -1.16677 -3.08232 0.30 0.17 0.28 0.12
P -1.70575 3.76405 -2.69876 -1.36 2.61 0.02 0.99
P 0.77349 4.11637 -4.67008 -0.89 2.20 -1.82 0.90
C -1.76367 5.16586 -3.91213 0.31 -0.14 -0.73 -0.37
C -0.35486 5.60095 -4.36200 -0.03 -0.33 0.77 -0.43
H -2.30274 6.00735 -3.44356 0.06 -0.41 0.08 0.11
H -2.37412 4.82434 -4.76885 0.33 0.11 0.29 0.09
H -0.40686 6.20490 -5.28486 0.03 -0.29 0.41 0.10
H 0.14787 6.21310 -3.58841 -0.38 -0.18 -0.28 0.09
C 2.10870 5.18035 -5.41019 0.59 -0.44 0.57 -0.28
H 2.89625 4.52733 -5.80816 -0.05 0.34 0.12 0.05
H 2.51712 5.83867 -4.63368 0.11 -0.18 -0.26 0.05
H 1.70308 5.79474 -6.22966 0.01 -0.33 0.36 0.06
C 0.04919 3.71100 -6.33354 -0.03 -0.77 0.37 -0.29
H -0.15759 4.62661 -6.90251 0.09 -0.20 0.26 0.06
H -0.87102 3.13233 -6.21330 0.09 -0.01 -0.24 0.03
H 0.78485 3.11477 -6.88482 -0.27 0.00 0.01 0.05
C -1.52058 4.67300 -1.12072 0.65 -0.51 0.16 -0.19
H -1.45039 3.96438 -0.28741 -0.10 0.43 -0.16 0.03
H -2.39666 5.31365 -0.97434 0.12 -0.09 -0.15 0.08
H -0.60560 5.27816 -1.14211 -0.23 -0.08 0.03 0.07
C -3.41939 3.16240 -2.58629 0.16 -0.73 -0.25 -0.20
H -3.73246 2.79441 -3.57183 -0.07 0.06 0.29 0.07
H -4.07808 3.97165 -2.24651 0.24 -0.04 -0.13 0.08
H -3.46970 2.33918 -1.86304 -0.23 0.35 -0.20 0.03
C 0.49502 -4.97915 9.04368 -0.03 -0.10 0.10 -0.06
C 0.23243 -3.99124 7.93671 -0.12 0.47 -0.42 -0.27
C -0.54256 -2.85055 8.20973 0.27 -0.14 -0.28 -0.03
C -0.83895 -1.90920 7.21728 0.01 -0.58 -0.10 -0.04
C -0.41716 -2.12542 5.90107 0.36 -0.08 0.29 -0.26
C 0.43681 -3.20671 5.63081 -0.49 0.08 0.64 -0.07
C 0.74290 -4.13842 6.63528 -0.16 0.29 -0.11 -0.04
S -0.90937 -0.99386 4.57374 0.29 -0.38 2.80 0.46
O -1.76185 -1.82608 3.71602 0.11 0.41 -1.05 -0.38
O -1.58617 0.10806 5.24915 0.37 -0.52 -1.10 -0.34
O 0.39567 -0.66039 3.97980 -0.23 0.33 -1.27 -0.39
H 1.00789 -4.50116 9.88401 0.01 -0.02 -0.14 0.08
H -0.44869 -5.36362 9.44333 0.07 0.02 -0.09 0.08
H 1.09184 -5.83818 8.72805 -0.04 0.16 -0.08 0.07
H -0.90870 -2.71820 9.23092 0.07 0.12 -0.33 0.12
H -1.40650 -1.02189 7.46071 -0.11 -0.04 -0.10 0.11
H 0.86416 -3.30675 4.63972 -0.07 -0.11 0.00 0.08
H 1.38090 -4.99033 6.38583 -0.16 0.24 0.17 0.11
```
Forces are in eV/Å.

Properties
* relative energy (zero: lowest compared OMol25 entry of this formula, charge and spin): 5.6 kcal/mol
* multiplicity: 4
* HOMO-LUMO gap (alpha / beta): 3.0062 / 1.5699 eV
* total charge: +2
* molecular weight: 750.96 Da
* strongest force on any atom: 7.9 eV/Å

=====

Sequential DFT total energy output: -125281.451, -70622.746 eV